Arrangement one

{"formula": "C17H14BiClN3O2S", "method": "the ωB97M-V functional and the def2-TZVPD basis", "elements": ["Bi", "O", "C", "C", "C", "C", "C", "C", "C", "N", "C", "C", "N", "C", "C", "C", "C", "C", "C", "C", "O", "H", "H", "H", "H", "H", "H", "H", "H", "H", "H", "H", "H", "H", "H", "Cl", "S", "C", "N"], "xyz": [[-0.96111, 0.73280, -0.64372], [-1.74896, 1.87048, 1.21503], [-1.36028, 1.68668, 2.43280], [-2.31958, 1.53450, 3.46977], [-1.94921, 1.40071, 4.78249], [-0.59768, 1.42318, 5.17304], [0.35113, 1.57144, 4.19234], [0.00500, 1.67823, 2.83417], [1.08922, 1.82985, 1.88846], [1.02415, 1.64510, 0.62534], [2.18190, 1.94531, -0.19881], [2.56885, 0.74469, -1.06596], [1.38740, -0.01775, -1.45465], [1.57474, -1.25921, -1.71794], [0.62195, -2.23390, -2.19091], [1.09810, -3.55256, -2.32237], [0.31173, -4.57274, -2.79123], [-1.01166, -4.26403, -3.16319], [-1.50686, -2.99221, -3.05862], [-0.71908, -1.91728, -2.55503], [-1.22578, -0.73930, -2.45867], [-3.35973, 1.52020, 3.17100], [-2.71772, 1.27914, 5.53815], [-0.31537, 1.32776, 6.21267], [1.40459, 1.59824, 4.45660], [2.05521, 2.13043, 2.31556], [3.03423, 2.25902, 0.41482], [1.92375, 2.78762, -0.84596], [3.28916, 0.10377, -0.54531], [3.06322, 1.12433, -1.96463], [2.59019, -1.65782, -1.59019], [2.12713, -3.75077, -2.03640], [0.69404, -5.58115, -2.87192], [-1.65613, -5.05194, -3.53833], [-2.52504, -2.75484, -3.33963], [-1.46004, -1.36956, 0.79708], [-2.54912, 3.93774, -4.30467], [-2.29562, 3.08813, -2.92927], [-2.11670, 2.49570, -1.93193]], "lowdin_charge": [1.7160, -0.3150, -0.4223, -0.0198, -0.0965, -0.1189, -0.0724, -0.1589, -0.0968, -0.1008, -0.2205, -0.2207, -0.0880, -0.1187, -0.1672, -0.0734, -0.1191, -0.0981, -0.0196, -0.4241, -0.2990, 0.1123, 0.0959, 0.0863, 0.1019, 0.1233, 0.1072, 0.1167, 0.1093, 0.1154, 0.1199, 0.1008, 0.0858, 0.0954, 0.1109, -0.1801, 0.3942, -1.0191, -0.1424], "e_lumo_ev": 2.5, "total_charge": -1, "gap_ev": 7.48}

---

Arrangement two

{"formula": "C17H14BiClN3O2S", "method": "the ωB97M-V functional and the def2-TZVPD basis", "elements": ["Bi", "O", "C", "C", "C", "C", "C", "C", "C", "N", "C", "C", "N", "C", "C", "C", "C", "C", "C", "C", "O", "H", "H", "H", "H", "H", "H", "H", "H", "H", "H", "H", "H", "H", "H", "Cl", "S", "C", "N"], "xyz": [[-0.64063, -0.38267, 0.50914], [-1.57516, 0.56691, 2.42962], [-1.06367, 0.77191, 3.58700], [-1.85947, 0.66243, 4.76120], [-1.34804, 0.93546, 6.00217], [-0.01528, 1.34934, 6.17211], [0.77527, 1.46799, 5.05772], [0.29391, 1.17064, 3.77006], [1.21293, 1.32991, 2.67770], [1.08322, 0.94648, 1.46231], [2.13942, 1.21021, 0.50383], [2.66503, -0.11780, -0.00515], [1.54334, -0.93704, -0.46176], [1.85453, -2.01422, -1.08834], [1.01909, -3.06051, -1.60171], [1.67317, -4.19966, -2.10853], [0.98116, -5.27374, -2.60533], [-0.42440, -5.21634, -2.61113], [-1.09604, -4.11982, -2.14152], [-0.40482, -2.98881, -1.61968], [-1.04374, -1.95334, -1.22778], [-2.88752, 0.35060, 4.62996], [-1.98792, 0.83401, 6.87182], [0.37391, 1.56957, 7.15686], [1.80739, 1.79041, 5.15747], [2.14701, 1.84184, 2.93893], [2.94646, 1.79842, 0.95254], [1.71539, 1.78273, -0.32698], [3.18153, -0.63751, 0.80858], [3.37630, 0.05223, -0.81868], [2.92486, -2.19599, -1.24827], [2.75870, -4.21738, -2.09055], [1.50054, -6.14434, -2.98213], [-0.98916, -6.05705, -2.99892], [-2.17741, -4.07189, -2.15203], [0.06610, -2.31238, 2.08958], [0.20097, 3.19873, -2.92280], [-0.50160, 2.33185, -1.73325], [-1.01028, 1.71545, -0.87288]], "lowdin_charge": [1.6639, -0.3017, -0.4054, -0.0185, -0.0994, -0.1213, -0.0688, -0.1557, -0.0880, -0.1157, -0.2207, -0.2146, -0.1047, -0.1142, -0.1547, -0.0689, -0.1225, -0.1014, -0.0204, -0.4004, -0.2902, 0.1090, 0.0957, 0.0864, 0.1030, 0.1265, 0.1154, 0.0894, 0.1222, 0.1203, 0.1267, 0.1024, 0.0858, 0.0952, 0.1076, -0.2027, 0.3991, -1.0440, -0.1145], "e_lumo_ev": 2.6, "total_charge": -1, "gap_ev": 7.68}

---

Quick one: most stable of them? arrangement two

---

Arrangement one

{"formula": "C5H7NO2", "method": "the ωB97M-V functional and the def2-TZVPD basis", "elements": ["C", "C", "C", "C", "C", "H", "H", "H", "H", "H", "H", "H", "N", "O", "O"], "xyz": [[0.93411, 0.73332, 1.79600], [0.34664, 0.49226, 0.54830], [-0.36022, 0.45196, -0.45969], [-1.76271, 0.76752, -1.06903], [0.75810, -0.39581, -0.70906], [0.43383, 1.10727, 2.54872], [1.60155, 1.54931, 1.38655], [1.58226, -0.05034, 2.54617], [-1.95000, 1.58704, -0.55239], [-1.59186, 1.09462, -1.99617], [-2.51612, -0.39548, -1.12896], [1.28713, -0.31912, -1.34384], [0.45258, -1.85988, -0.55657], [1.21014, -2.65236, -1.16283], [-0.42541, -2.11030, 0.15280]], "lowdin_charge": [-0.0293, -0.1115, -0.1763, 0.0242, -0.0100, 0.0049, 0.1239, 0.1817, 0.0073, 0.0063, 0.2141, -0.0135, -0.3736, 0.0386, 0.1132], "e_lumo_ev": 0.6, "gap_ev": 10.58}

---

Arrangement two

{"formula": "C5H7NO2", "method": "the ωB97M-V functional and the def2-TZVPD basis", "elements": ["C", "C", "C", "C", "C", "O", "N", "O", "H", "H", "H", "H", "H", "H", "H"], "xyz": [[-1.47655, 0.34813, -1.07182], [0.22051, -0.84741, 0.46267], [-0.11910, 0.70076, -0.48639], [1.22042, -0.88058, 1.38891], [0.67804, 1.79013, -0.57879], [0.07399, -1.91030, -0.41280], [-1.48138, 0.77702, 0.28745], [-1.15971, -0.37198, 1.04849], [0.22002, -2.72567, 0.08241], [-1.68410, -0.68609, -1.31487], [-1.82669, 1.10757, -1.75945], [1.34691, -0.06251, 2.08230], [1.94214, -1.68524, 1.39070], [1.73441, 1.66840, -0.78669], [0.31108, 2.77775, -0.33213]], "lowdin_charge": [-0.0664, -0.4466, -0.2687, 0.1085, 0.0858, 0.0256, -0.0029, -0.0787, 0.1121, 0.1138, 0.1206, 0.0800, 0.0711, 0.0718, 0.0741], "e_lumo_ev": [-0.4, -1.0], "gap_ev": [8.14, 6.66]}

---

Quick one: most stable of them? arrangement two

---

Arrangement one

{"formula": "C5H7NO2", "method": "the ωB97M-V functional and the def2-TZVPD basis", "elements": ["N", "C", "C", "C", "O", "C", "C", "O", "H", "H", "H", "H", "H", "H", "H"], "xyz": [[2.93435, 0.33021, -0.39880], [1.93544, 0.05256, 0.20343], [0.64515, -0.18490, 0.81527], [-0.01767, -1.19077, -0.04810], [0.33954, -1.02907, -1.39076], [-1.26069, -0.40791, 0.00130], [-0.55396, 0.83910, 0.35128], [-0.46212, 1.34039, -0.98136], [0.53504, -0.31240, 1.93369], [0.20419, -2.16340, 0.37606], [-0.11724, 0.05297, -1.39609], [-2.09080, -0.37188, -0.80419], [-1.77836, -0.46800, 0.99531], [-0.83064, 1.67981, 1.18440], [0.51776, 1.83329, -0.84145]], "lowdin_charge": [0.1687, -0.1765, -0.1805, -0.4131, -0.0891, -0.1540, -0.2887, -0.0477, 0.1754, 0.1544, 0.1162, 0.1761, 0.1378, 0.1969, 0.2240], "e_lumo_ev": 0.4, "gap_ev": 10.20, "smiles": "N#C[C@@H]1[C@H](O)C[C@@H]1O"}

---

Arrangement two

{"formula": "C5H7NO2", "method": "the ωB97M-V functional and the def2-TZVPD basis", "elements": ["C", "C", "C", "N", "C", "C", "O", "O", "H", "H", "H", "H", "H", "H", "H"], "xyz": [[-0.92632, 0.88698, -2.76092], [0.36424, -0.99741, 2.45658], [0.00705, -0.01413, -1.98290], [0.84114, 0.11724, 3.05346], [0.42693, -0.86949, 0.38088], [-0.39020, 0.03620, 0.12493], [0.11513, -2.02668, 3.03581], [0.83514, -0.71127, -2.50108], [0.99870, 0.96336, 2.53538], [1.12325, 0.08046, 4.02937], [1.10790, -1.61514, 0.02107], [-1.03563, 0.82890, 0.43446], [-1.95821, 0.60880, -2.53681], [-0.75160, 0.79148, -3.83809], [-0.75750, 1.92072, -2.45215]], "lowdin_charge": [-0.0600, -0.4189, -0.2947, 0.1190, -0.0170, 0.0035, 0.0228, 0.0674, 0.0859, 0.1104, 0.0791, 0.0666, 0.0794, 0.0781, 0.0784], "e_lumo_ev": 0.8, "gap_ev": 8.28}

---

Arrangement three

{"formula": "C5H7NO2", "method": "the ωB97M-V functional and the def2-TZVPD basis", "elements": ["C", "O", "C", "C", "C", "N", "C", "O", "H", "H", "H", "H", "H", "H", "H"], "xyz": [[-0.73394, -0.78360, -1.55250], [-0.00576, 0.40127, -1.59874], [0.43111, 0.90704, -0.37025], [-0.64023, 1.25961, 0.65839], [-0.32964, 0.42968, 1.75217], [0.62847, -0.48656, 1.42209], [1.28027, -0.24677, 0.18583], [2.29414, -0.73822, -0.29065], [-1.61426, -0.65823, -1.05574], [-1.04438, -0.87654, -2.59489], [-0.21462, -1.72096, -1.27903], [1.29985, 1.62166, -0.53067], [-1.53584, 1.83117, 0.49598], [-0.96525, 0.13061, 2.61085], [1.15008, -1.07016, 2.14715]], "lowdin_charge": [-0.1005, -0.1238, -0.2781, 0.0072, -0.1050, 0.0615, -0.4101, 0.0909, 0.0551, 0.1031, 0.1095, 0.1834, 0.0952, 0.1268, 0.1849], "e_lumo_ev": 0.7, "gap_ev": 9.47, "smiles": "CO[C@H]1C=CNC1=O"}

---

Quick one: most stable of them? arrangement three

---

Arrangement one

{"formula": "C5H7NO2", "method": "the ωB97M-V functional and the def2-TZVPD basis", "elements": ["C", "C", "O", "N", "C", "C", "O", "C", "H", "H", "H", "H", "H", "H", "H"], "xyz": [[-2.06833, -0.26381, -0.31295], [-0.76145, -0.17279, 0.56370], [-0.38181, 1.25907, 0.37056], [0.81767, 1.72295, -0.27106], [1.85239, 0.89411, -0.35786], [1.73726, -0.33531, 0.39618], [1.59486, -1.53753, -0.14641], [0.35612, -0.74193, -0.19146], [-2.07353, -0.16984, -1.34199], [-3.01014, 0.32206, 0.00520], [-2.30858, -1.36826, -0.29087], [-0.89552, -0.31904, 1.75180], [2.97821, 1.36664, -0.38079], [2.03237, -0.24056, 1.51094], [0.13048, -0.41578, -1.30499]], "lowdin_charge": [-0.0545, -0.2772, -0.1549, 0.0907, -0.1379, -0.3201, 0.0545, -0.1821, 0.0372, 0.1082, 0.0945, 0.1969, 0.1679, 0.1913, 0.1855], "e_lumo_ev": 0.7, "gap_ev": 10.27, "smiles": "C[C@@H]1ON=C[C@@H]2O[C@@H]12"}

---

Arrangement two

{"formula": "C5H7NO2", "method": "the ωB97M-V functional and the def2-TZVPD basis", "elements": ["C", "C", "C", "C", "C", "H", "H", "H", "H", "H", "H", "H", "N", "O", "O"], "xyz": [[0.46776, 0.41553, 0.08616], [0.66921, -0.58360, 1.25367], [0.09730, -1.49527, -0.08357], [1.11286, -0.63144, -0.89707], [-1.01536, 0.28683, -0.06886], [0.71134, 2.17277, -0.80308], [1.12957, 2.22383, 0.77473], [-0.06512, -0.43078, 2.02585], [1.68495, -0.84210, 1.61596], [0.05191, -2.63309, -0.05307], [2.22959, -0.99738, -0.62560], [1.17301, -0.48871, -2.04490], [1.32822, 1.67219, -0.10744], [-1.20333, -0.97553, -0.23859], [-1.82209, 1.14276, 0.00362]], "lowdin_charge": [-0.4297, 0.0289, -0.2015, -0.0589, -0.5415, 0.0918, 0.0895, 0.1032, 0.1210, 0.1624, 0.1592, 0.1347, 0.0721, 0.0970, 0.1718], "e_lumo_ev": 0.9, "gap_ev": 10.82}

---

Arrangement three

{"formula": "C5H7NO2", "method": "the ωB97M-V functional and the def2-TZVPD basis", "elements": ["C", "C", "C", "C", "C", "H", "H", "H", "H", "H", "H", "H", "N", "O", "O"], "xyz": [[1.92546, -0.98322, -0.24157], [0.84547, -0.25850, 0.59387], [-1.30113, 0.16004, 0.07169], [-2.57063, -0.13308, -0.42617], [0.56629, 1.19916, 0.13614], [3.15551, -1.05388, 0.29307], [1.57322, -2.27715, -0.45033], [2.30290, -0.25829, -1.29982], [0.97924, -0.43478, 1.78223], [-2.84197, -1.03899, -0.34001], [-3.42190, 0.66480, -0.45692], [-1.47784, 2.07052, 0.03967], [-0.88680, 1.41187, 0.52964], [-0.35778, -1.04628, 0.13724], [1.50995, 1.97777, -0.36872]], "lowdin_charge": [-0.1201, -0.3238, -0.3244, 0.0703, -0.2326, 0.1325, 0.1649, 0.1490, 0.1936, -0.0364, 0.0982, 0.1413, 0.1512, -0.0802, 0.0165], "e_lumo_ev": 0.0, "gap_ev": 8.88}

---

Arrangement four

{"formula": "C5H7NO2", "method": "the ωB97M-V functional and the def2-TZVPD basis", "elements": ["C", "O", "C", "C", "C", "C", "N", "O", "H", "H", "H", "H", "H", "H", "H"], "xyz": [[-2.18671, -0.63497, 0.27750], [-1.59746, 0.36133, -0.44158], [-0.20868, 0.20056, -0.28457], [0.73100, 1.38678, -0.64738], [0.91354, 0.58682, 0.72084], [1.92419, -0.51007, 0.34482], [1.57111, -1.29449, -0.55522], [0.22284, -0.84149, -0.88803], [-1.79810, -0.97939, 1.35368], [-1.96716, -1.53227, -0.37161], [-3.26854, -0.59468, 0.21213], [1.41772, 1.06818, -1.67412], [0.48279, 2.45220, -0.69408], [0.88427, 1.03911, 1.64434], [2.87919, -0.70761, 1.00327]], "lowdin_charge": [-0.1447, -0.0354, -0.5941, 0.0043, -0.0527, -0.1393, 0.1433, -0.0414, 0.1439, 0.0975, 0.0833, 0.1860, 0.0916, 0.0981, 0.1595], "e_lumo_ev": 1.0, "gap_ev": 10.11, "smiles": "CO[C@@]12C[C@@H]1C=NO2"}

---

Quick one: most stable of them? arrangement two